No. 1
The following is a quantum chemistry calculation of a single C2H6N4S molecule at a distorted geometry, from OMol25.

The value obtained for the energy above the lowest of the compared OMol25 structures with the same formula, charge and spin is 4.8161 eV. Its total charge is 0. Its LUMO energy (alpha / beta) is 0.625 / 0.626 eV. The HOMO energy (alpha / beta) is -7.98 / -7.98 eV. As for the total energy: -696.849077 a.u. The gap between HOMO and LUMO (alpha / beta) is 8.60 / 8.60 eV.

Atoms and positions in Å:
C -2.040 0.930 0.019
C -2.235 -0.549 0.042
N -0.930 1.538 -0.105
N 3.781 -0.815 0.219
N 2.748 -0.140 -0.235
N 1.558 -0.187 0.143
S 0.624 1.362 -0.238
H -2.985 1.683 -0.060
H -2.630 -0.866 1.071
H -1.402 -1.229 -0.140
H -3.028 -0.785 -0.671
H 3.403 -1.450 0.944
H 3.137 0.510 -0.988

=====

No. 2
The following is a quantum chemistry calculation of 2 unconnected molecules or ions with the total composition C2H6N4S at a distorted geometry, from OMol25.

The value obtained for the energy above the lowest of the compared OMol25 structures with the same formula, charge and spin is 7.6461 eV. Its total charge is 0. Its LUMO energy is -0.931 eV. The HOMO energy is -9.57 eV. As for the total energy: -696.745076 a.u. The gap between HOMO and LUMO is 8.64 eV.

Atoms and positions in Å:
C -1.983 -0.157 -0.532
C 0.679 -2.292 -0.541
N -2.992 -0.583 -0.220
N 1.676 0.981 -0.654
N 0.190 1.236 1.351
N -0.869 0.453 -0.696
S 0.694 0.196 0.135
H 0.419 -2.866 0.444
H -0.300 -2.032 -0.864
H 2.322 0.633 -1.313
H 0.784 2.151 1.495
H 0.264 0.840 2.263
H -0.884 1.440 -0.867

=====

No. 3
The following is a quantum chemistry calculation of a gas-phase ion, C2H6N5 (charge +1) at a distorted geometry, from OMol25.

The value obtained for the energy above the lowest of the compared OMol25 structures with the same formula, charge and spin is 1.9670 eV. Its total charge is +1. Its LUMO energy is -3.769 eV. The HOMO energy is -13.71 eV. Its structure (SMILES) is Nc1n[nH]c[n+]1N. As for the total energy: -353.273038 a.u. The gap between HOMO and LUMO is 9.94 eV.

Atoms and positions in Å:
N 0.014 -0.411 2.072
C 0.702 -0.398 0.926
N 1.825 -0.911 0.482
N 1.872 -0.680 -0.791
C 0.823 -0.061 -1.258
N -0.031 0.244 -0.278
N -1.344 0.522 -0.377
H 0.542 -0.614 2.959
H -1.041 -0.321 1.931
H 2.614 -1.265 -1.215
H 0.910 0.248 -2.238
H -1.656 1.585 -0.379
H -1.716 0.125 -1.194

=====

No. 4
The following is a quantum chemistry calculation of a gas-phase ion, C2H6N5 (charge +1) at a distorted geometry, from OMol25.

The value obtained for the energy above the lowest of the compared OMol25 structures with the same formula, charge and spin is 3.9240 eV. Its total charge is +1. Its LUMO energy is -4.471 eV. The HOMO energy is -14.93 eV. Its structure (SMILES) is C[n+]1ncnn1N. As for the total energy: -353.201120 a.u. The gap between HOMO and LUMO is 10.46 eV.

Atoms and positions in Å:
C 1.075 -0.921 0.254
N -0.422 -0.534 0.014
N -1.252 -1.513 -0.063
C -2.478 -0.832 -0.069
N -2.270 0.443 0.067
N -1.009 0.667 0.064
N -0.355 1.825 -0.024
H 1.443 -0.547 1.235
H 0.982 -1.888 0.488
H 1.638 -0.863 -0.657
H -3.448 -1.243 0.061
H 0.575 1.675 0.403
H -0.866 2.672 0.054

=====

No. 5
The following is a quantum chemistry calculation of a gas-phase ion, C2H6N5 (charge +1) at a distorted geometry, from OMol25.

The value obtained for the energy above the lowest of the compared OMol25 structures with the same formula, charge and spin is 1.9961 eV. Its total charge is +1. Its LUMO energy (alpha / beta) is -4.091 / -7.495 eV. The HOMO energy (alpha / beta) is -11.32 / -16.24 eV. The multiplicity is 3. As for the total energy: -353.020076 a.u. The gap between HOMO and LUMO (alpha / beta) is 7.22 / 8.75 eV.

Atoms and positions in Å:
C 0.035 0.265 0.082
C -0.393 -1.172 0.359
N 1.759 -1.263 -0.601
N 1.003 1.094 0.117
N 2.274 -0.433 -0.106
N 2.269 0.773 0.151
N -1.185 1.159 -0.232
H -0.112 -1.415 1.406
H 0.273 -1.790 -0.260
H -1.466 -1.283 0.162
H -1.599 0.603 -1.033
H -0.866 2.140 -0.372
H -1.990 1.322 0.326

=====

No. 6
The following is a quantum chemistry calculation of a gas-phase ion, C2H6N5O (charge +1) at a distorted geometry, from OMol25.

The value obtained for the energy above the lowest of the compared OMol25 structures with the same formula, charge and spin is 1.0911 eV. Its total charge is +1. Its LUMO energy is -3.940 eV. The HOMO energy is -13.68 eV. Its structure (SMILES) is NC(N)=[NH+]c1no[nH]1. As for the total energy: -428.423770 a.u. The gap between HOMO and LUMO is 9.74 eV.

Atoms and positions in Å:
N 2.282 0.380 -0.187
C 1.081 -0.196 0.009
N 1.017 -1.524 0.050
N 0.004 0.604 -0.139
C -1.295 0.287 -0.129
N -1.925 -0.864 -0.154
O -3.180 -0.333 0.043
N -2.676 1.033 0.350
H 3.222 -0.087 0.022
H 2.131 1.345 -0.229
H 1.936 -1.941 0.433
H 0.257 -2.000 0.384
H 0.259 1.588 -0.220
H -3.112 1.709 -0.232

=====

No. 7
The following is a quantum chemistry calculation of a gas-phase ion, C2H6N5S (charge +1) at a distorted geometry, from OMol25.

The value obtained for the energy above the lowest of the compared OMol25 structures with the same formula, charge and spin is 3.8915 eV. Its total charge is +1. Its LUMO energy is -4.704 eV. The HOMO energy is -13.33 eV. Its structure (SMILES) is N#CS(#[N+]N)=C(N)N. As for the total energy: -751.369911 a.u. The gap between HOMO and LUMO is 8.63 eV.

Atoms and positions in Å:
N -2.275 0.522 0.894
C -1.531 0.830 0.085
S 0.029 1.119 -0.807
N 0.677 2.016 0.185
N 0.455 2.368 1.475
C 0.132 -1.086 -0.591
N -0.802 -1.981 -0.657
N 1.415 -1.551 -0.707
H 1.082 3.142 1.649
H -0.448 2.596 1.804
H -0.574 -2.882 -1.055
H -1.816 -1.757 -0.561
H 2.113 -0.805 -0.642
H 1.544 -2.531 -1.071

=====

No. 8
The following is a quantum chemistry calculation of a single C2H6N6 molecule at a distorted geometry, from OMol25.

The value obtained for the energy above the lowest of the compared OMol25 structures with the same formula, charge and spin is 4.3243 eV. Its total charge is 0. Its LUMO energy is 0.751 eV. The HOMO energy is -8.14 eV. Its structure (SMILES) is N=C1NNC(=N)NN1. As for the total energy: -408.137014 a.u. The gap between HOMO and LUMO is 8.89 eV.

Atoms and positions in Å:
N 2.646 -0.217 -0.394
C 1.422 0.123 0.151
N 0.579 1.225 0.071
N -0.912 1.279 0.544
C -1.491 -0.018 -0.050
N -2.647 -0.170 -0.260
N -0.416 -1.082 0.053
N 0.685 -0.878 0.750
H 3.138 0.571 -0.926
H 0.942 2.052 0.277
H -1.276 2.011 -0.335
H -3.086 -1.116 -0.660
H -0.690 -1.923 0.140
H 1.105 -1.856 0.639

=====

| no. | molecular weight (g mol⁻¹) |
| --- | --- |
| 1 | 118.16 |
| 2 | 118.16 |
| 3 | 100.10 |
| 4 | 100.10 |
| 5 | 100.10 |
| 6 | 116.10 |
| 7 | 132.17 |
| 8 | 114.11 |